[1]
ORCA calculation (ωB97M-V with the def2-TZVPD basis set) on C3H4O2 as an isolated structure.

Output
LUMO level, eV: 0.9
Gap between HOMO and LUMO, eV: 10.567
Total charge: 0

Structure (XYZ):
```
9
Properties=species:S:1:pos:R:3:forces:R:3:mulliken_charge:R:1
C -0.5516 0.7863 -0.4161 -0.5660 -3.2581 -0.0016 -1.120
O 1.0879 -0.2944 1.0987 0.1591 0.7423 0.2003 -0.187
C -0.1045 -0.5051 0.3850 -0.2183 2.1636 -3.0783 0.434
H 0.2832 1.0652 -0.9621 1.6121 0.9375 -0.9381 0.330
C 1.7279 -1.0178 0.1817 1.7219 -0.8430 -0.0157 -0.226
H -1.4122 0.7544 -1.1083 0.3436 -0.8332 0.4518 0.312
H -0.8141 1.4443 0.3193 -0.4309 2.2050 1.8633 0.336
O 0.6532 -1.3974 -0.5029 -1.2686 0.3841 0.7064 -0.207
H -0.8698 -0.8355 1.0048 -1.3530 -1.4983 0.8120 0.328
```
Positions in Å, forces in eV/Å.



[2]
ORCA calculation (ωB97M-V with the def2-TZVPD basis set) on one molecule with the formula C7H11N.

Output
LUMO level, eV: 1.1
Gap between HOMO and LUMO, eV: 8.774
Total charge: 0
Structure (SMILES): C1=CCN(C2CC2)C1

Structure (XYZ):
```
19
Properties=species:S:1:pos:R:3:forces:R:3:mulliken_charge:R:1
H 1.0474 1.5985 2.5993 -0.1054 1.6996 1.0403 0.276
H -0.9205 0.9022 -1.6783 -0.0055 -0.3654 0.0866 0.265
C 1.2087 0.9715 1.7917 3.6835 -4.1574 0.8577 -0.711
H -0.2508 -1.5934 1.3686 -1.9601 0.8436 -1.6689 0.183
H -0.0909 2.1728 0.8003 0.9499 -2.0829 -1.8060 0.183
C -1.1496 -1.1499 -1.7779 0.2266 -2.3023 3.7461 -0.404
H -1.4161 -1.6180 -2.7464 0.1706 0.9502 0.7306 0.370
C -0.2836 0.0000 -1.4094 -0.6384 3.1849 -2.1696 -0.548
C -1.5054 -1.7024 -0.5372 -3.1512 -0.2584 -4.0957 -0.497
C 2.1006 1.3719 0.4954 -4.3810 -6.0291 2.3038 -0.891
H 0.5827 0.3310 -2.0226 0.2199 -1.1596 0.5236 0.335
H 2.3079 2.2831 0.2608 1.4230 5.6562 -0.7344 0.403
N -0.1040 0.0247 0.0156 0.6668 -0.8572 -2.9728 0.261
C -0.9535 -0.9613 0.5903 0.9346 0.6207 5.3766 -0.240
H 1.3945 -0.1301 2.3356 -0.3459 2.7135 -2.1575 0.162
H 2.7092 0.6308 -0.0233 -0.4532 -0.1563 0.4958 0.246
H -1.7210 -0.4090 1.3296 0.9231 -1.4043 -1.5398 0.206
C 0.5160 1.1337 0.5478 -0.8078 2.3505 1.4239 0.155
H -2.5131 -2.3216 -0.5376 2.6507 0.7538 0.5598 0.244
```
Positions in Å, forces in eV/Å.



[3]
ORCA calculation (ωB97M-V with the def2-TZVPD basis set) on C15H19Li3O13 as an isolated structure.

Output
LUMO level (alpha / beta), eV: 0.4 / -0.5
Spin multiplicity: 2
Gap between HOMO and LUMO (alpha / beta), eV: 3.639 / 2.726
Total charge: -1

Structure (XYZ):
```
50
Properties=species:S:1:pos:R:3:forces:R:3:lowdin_spin:R:1
C -8.0852 22.0751 1.1947 -0.5378 -0.3424 -0.7671 0.000
H -7.5679 21.7829 0.2809 0.1759 0.1518 -0.1083 0.000
O -9.1539 29.1704 -2.7562 0.2498 -2.2882 -2.7668 0.000
H -14.7359 24.3639 -2.9108 -0.3430 0.0430 -0.1472 0.000
Li -12.4635 25.4756 -3.6490 0.8180 0.7896 0.7509 -0.001
C -9.1114 31.1787 -1.5295 0.5214 -4.8456 -3.5213 0.000
C -12.3907 28.0838 -4.8161 -0.9864 1.4889 -1.4746 -0.034
O -10.6584 27.9410 -0.8938 -1.3174 -4.7865 -1.0520 0.000
C -13.2249 29.0859 -5.5597 1.7629 -3.7772 4.4062 0.164
C -10.4470 29.6984 0.6758 0.8473 -2.8455 -2.7073 0.000
C -11.3744 29.1844 -7.1563 3.5103 1.0178 -6.5384 -0.025
H -9.4017 23.5640 0.3154 -0.0665 0.2127 0.2587 0.000
H -7.0445 26.6783 -1.8542 0.1170 0.3581 0.1118 0.000
C -10.9983 27.6925 -5.3670 0.4028 -1.0526 0.4432 0.027
O -11.5447 22.1584 -3.0410 -0.2277 -0.4395 0.0566 0.000
C -10.4452 21.7010 0.1753 0.4131 -0.1696 -0.5775 0.000
H -13.7996 24.0481 -1.7638 0.2496 -0.2619 0.0768 0.000
H -9.5832 27.8880 -6.9961 -0.1676 0.1903 -0.1697 0.012
Li -9.8911 27.0803 -2.6787 -0.3626 1.0361 0.3408 0.000
H -14.1832 29.3670 -5.1487 0.0175 -0.0268 -0.1145 0.007
H -10.3505 24.9722 -1.7290 -0.2622 0.0913 -0.7271 0.000
C -10.1504 31.0347 0.7908 0.2303 2.2982 2.3824 0.000
H -8.5350 31.6322 -2.3223 -0.0937 0.5546 0.1686 0.000
C -9.3889 29.8071 -1.7595 -1.0683 1.5596 3.6557 0.000
O -10.8222 29.6440 -8.2778 -2.7501 -0.6367 3.6863 0.293
H -10.0293 21.4863 -0.8090 -0.4313 -0.4959 -0.0904 0.000
O -10.1174 22.8902 2.1728 0.3495 0.7503 -0.7270 0.000
H -10.5046 22.0466 2.4175 -0.0442 0.0004 0.2344 0.000
O -13.8554 24.5433 -2.5811 -0.0785 0.1893 -0.1767 0.000
H -11.2556 22.2488 -3.9490 0.1174 -0.0039 -0.2192 0.000
H -8.1824 21.1603 1.7793 -0.1109 -0.0173 0.1399 0.000
O -11.0225 25.3848 -2.3057 -0.2483 -0.7273 1.2526 0.000
H -7.4719 22.7755 1.7616 -0.2283 0.1136 -0.1324 0.000
H -11.4513 22.1110 0.0877 0.1643 0.4659 -0.2533 0.000
C -9.3379 31.7079 -0.3438 0.1370 7.3255 2.6926 0.000
O -8.9735 32.9799 -0.2516 -1.0748 -3.3438 1.1740 0.000
O -10.5221 31.6630 1.8287 0.8361 -0.3806 -2.0034 0.000
C -9.4885 22.6291 0.8690 -0.1650 -0.2292 2.1727 0.000
O -12.7961 27.4669 -3.8260 -0.1265 -0.8890 0.3332 -0.058
C -10.1583 28.9996 -0.5607 0.1375 5.4260 1.9328 0.000
C -10.5452 28.1804 -6.6016 -1.8452 1.2344 1.1176 0.325
O -13.5975 30.3219 -7.3839 3.3456 -2.3169 0.8052 0.206
O -7.9712 26.5708 -2.0682 -0.3579 -0.5915 0.0653 0.000
Li -11.8913 26.0782 -0.6092 1.0846 1.3449 -0.9242 0.000
H -11.4068 23.0247 -2.6579 0.1873 0.6588 0.1386 0.000
H -10.6167 20.8107 0.7804 0.4583 -0.4159 -0.1850 0.000
C -12.7725 29.5313 -6.7308 -2.6715 4.4019 -3.5505 0.001
H -10.9236 29.2351 1.5271 -0.2895 -0.3074 -0.1100 0.000
O -10.2912 26.8543 -4.7874 -0.5519 -0.2415 1.0351 0.083
H -7.9741 26.0280 -2.8566 0.2736 -0.2703 -0.3879 0.000
```
Positions in Å, forces in eV/Å.



[4]
ORCA calculation (ωB97M-V with the def2-TZVPD basis set) on a 3-piece molecular cluster, H6O3 overall.

Output
LUMO level, eV: 0.5
Gap between HOMO and LUMO, eV: 11.947
Total charge: 0
Structure (SMILES): O.O.O

Structure (XYZ):
```
9
Properties=species:S:1:pos:R:3:forces:R:3:mulliken_charge:R:1
O -27.5672 6.6329 11.8400 -0.0833 -0.1275 -0.2397 -0.633
H -27.8402 6.3635 12.7170 -0.1059 -0.0968 0.2194 0.320
O -30.6258 6.1309 8.4522 -0.0932 0.0213 -0.2433 -0.638
H -29.7243 6.2124 8.7633 0.2564 0.0420 0.0884 0.321
H -26.5952 2.2147 9.1762 0.0508 -0.0246 -0.2405 0.319
H -31.1316 5.9154 9.2358 -0.1450 -0.0548 0.1787 0.316
H -26.8326 3.0380 10.4243 -0.0148 0.2498 0.1269 0.319
H -26.9084 7.3106 11.9913 0.1766 0.1909 -0.0121 0.316
O -26.8455 2.1386 10.0969 -0.0416 -0.2002 0.1223 -0.639
```
Positions in Å, forces in eV/Å.



[5]
ORCA calculation (ωB97M-V with the def2-TZVPD basis set) on C26H25CeNOSi as an isolated structure.

Output
LUMO level (alpha / beta), eV: 2.4 / 2.5
Spin multiplicity: 2
Gap between HOMO and LUMO (alpha / beta), eV: 4.599 / 5.979
Total charge: -1

Structure (XYZ):
```
55
Properties=species:S:1:pos:R:3:forces:R:3:lowdin_spin:R:1
C -2.5596 0.5532 0.5171 -0.6035 0.0866 0.2957 0.000
Ce 0.9037 0.1464 -2.6614 0.0997 3.1632 -0.2351 0.959
C 1.4557 3.3129 3.4032 0.0214 -0.1676 -0.1694 0.000
C -3.9124 0.7295 0.8317 0.1033 0.0050 0.2197 0.000
H 3.4787 4.0074 3.7379 -0.1929 -0.2105 -0.2218 0.000
H 2.5734 -1.5746 0.7249 -0.1860 -0.1690 0.1171 0.000
H 0.9954 4.0891 4.0196 0.1698 -0.1942 -0.1770 0.000
C -0.9766 -1.6724 -2.3782 0.2135 -0.9012 -1.0442 -0.001
C 2.2358 -3.4386 1.7572 -0.1648 0.0437 -0.0607 0.000
C 0.0729 -1.5742 -4.4450 -0.4318 -1.0199 0.3496 -0.001
H -2.5644 1.4926 -4.0289 1.0057 -0.6824 0.2621 0.002
C -1.1092 -1.2026 -3.7276 -0.0545 -1.1861 0.3118 0.002
H -1.6935 -1.5218 -1.5697 0.3095 -0.0224 -0.2757 0.000
H 3.2465 -3.8122 1.5669 -0.3551 0.1244 -0.0003 0.000
C -0.1245 3.0780 -5.7977 -0.0111 -0.5931 -0.0785 0.004
H 1.8982 -2.7225 -3.8051 -0.2839 0.2783 0.1615 0.000
H 0.2667 -1.3796 -5.5036 -0.0068 0.0055 0.4434 0.000
H 1.6164 -5.2187 2.8384 -0.0849 0.3222 -0.1928 0.000
H -1.3427 -2.1068 2.4282 0.2409 -0.1277 0.0358 0.000
C 0.2953 -2.3439 -2.2650 -0.8308 -0.2779 -0.8937 0.009
C 0.6452 2.3506 2.7823 0.4599 0.2476 0.1586 0.000
C -2.0409 0.3654 2.8745 -0.6681 0.1056 -0.2189 0.000
C -0.3299 -2.4702 2.2532 0.2949 -0.3742 0.1698 0.000
H 3.8687 0.3404 -2.4135 -0.3476 -0.2706 -0.0707 -0.001
C 0.5877 -1.6511 1.5828 0.0263 -0.1940 -0.0543 0.000
C 2.8438 3.2730 3.2341 -0.2167 -0.2977 0.0632 0.000
C 1.2035 1.3419 1.9889 0.1142 0.0664 0.3004 0.000
C 0.0330 -3.7481 2.7052 0.1229 0.1705 -0.2103 0.000
C -3.3922 0.5641 3.1926 0.3416 -0.0579 -0.0941 0.000
H -1.3084 0.2152 3.6722 -0.2283 0.0328 -0.1929 0.000
H -0.5142 3.4762 -6.7467 0.0467 0.6158 0.8574 0.002
C 1.3221 -4.2352 2.4596 -0.1187 0.3427 0.1007 0.000
H -4.6418 0.8547 0.0304 0.1316 0.0056 0.2163 0.000
C -4.3280 0.7447 2.1691 0.1594 -0.0742 -0.1247 0.000
C 0.9320 -2.2896 -3.5482 -1.0594 -0.6232 -0.1288 0.001
C -0.9370 2.4572 -4.9589 0.2182 1.0177 1.1969 0.034
N 2.8499 0.2534 -2.5391 2.7495 0.4376 -0.0842 -0.025
H -3.6956 0.5708 4.2420 -0.0293 0.0154 -0.3229 0.000
H -0.4342 2.3827 2.9249 0.2302 0.1024 -0.0425 0.000
H -2.2415 0.5685 -0.5291 0.0240 -0.0591 0.3697 0.000
H 0.6977 -2.8021 -1.3603 -0.1250 0.2087 -0.3339 0.002
C -1.6562 2.0952 -3.8982 -0.3904 0.0945 -0.6814 0.003
C -1.6217 0.3622 1.5361 -0.0477 0.1091 0.0257 0.000
H -1.9347 -0.6095 -4.1261 0.3192 -0.3719 0.1555 0.002
H 4.4990 2.2031 2.3450 -0.3238 0.0140 -0.0058 0.000
H -5.3830 0.8889 2.4123 0.2969 -0.0357 -0.0692 0.000
Si 0.1635 0.1013 1.0467 0.2606 0.2550 -1.8888 0.000
H 0.9600 3.1459 -5.6228 -0.3963 -0.8911 -0.5117 0.003
H 3.0557 0.5236 1.2271 -0.1114 0.2788 0.0808 0.000
H -1.5173 2.5070 -2.8799 -0.3273 0.5827 -0.9093 0.002
C 2.5956 1.3028 1.8369 0.3254 0.3837 0.3242 0.000
H -0.6939 -4.3548 3.2518 0.2319 0.1363 -0.2018 0.000
C 1.8600 -2.1671 1.3020 0.1895 -0.4782 0.3237 0.000
O 0.3835 0.3447 -0.5515 -0.8916 0.0152 2.9977 0.000
C 3.4137 2.2530 2.4615 -0.2190 0.0126 -0.0416 0.000
```
Positions in Å, forces in eV/Å.



[6]
ORCA calculation (ωB97M-V with the def2-TZVPD basis set) on C41H56AsNSn as an isolated structure.

Output
LUMO level, eV: -7.1
Gap between HOMO and LUMO, eV: 6.722
Total charge: +2

Structure (XYZ):
```
100
Properties=species:S:1:pos:R:3:forces:R:3:mulliken_charge:R:1
H -1.1816 -3.1022 1.7531 -0.0226 -0.0173 -0.0054 0.264
C -3.1185 1.8613 0.0674 -0.0607 -0.0112 0.1205 0.553
H 7.0390 1.6894 0.3290 -0.0055 -0.0046 0.0144 0.374
C 3.5842 1.9707 -0.5712 0.1228 0.1286 0.1516 -0.777
H 0.1237 2.2349 2.0324 -0.0016 0.0282 -0.0475 0.127
C -4.0022 1.1994 2.6539 0.0472 -0.0264 0.0152 -0.852
C -0.4210 -2.4754 -2.6436 0.0072 0.0083 -0.0275 -0.281
H -6.2574 3.1683 2.7148 -0.0054 -0.0091 -0.0093 0.304
H -5.0340 4.4191 2.5225 -0.0045 0.0088 0.0010 0.415
H -0.1557 0.7551 -3.6473 -0.0266 0.0056 0.0082 0.423
C 3.2310 -0.8218 3.2042 0.0011 0.0077 -0.0062 -2.358
C 2.0568 4.1351 1.4486 -0.0112 0.0237 0.0390 -1.749
H -4.7430 -6.7375 -1.3947 0.0106 -0.0034 -0.0055 0.349
C 2.9114 0.7817 1.2951 -0.0298 0.0848 0.0700 -0.054
C -1.1695 -3.6761 0.8258 0.0176 0.0061 0.0355 -1.386
C 1.5243 3.0269 0.5268 0.0221 -0.0246 -0.0091 2.136
H -2.9332 -0.9270 3.7020 -0.0402 -0.0080 -0.0019 0.525
H -0.1880 1.7120 0.3706 -0.0213 0.0184 -0.0255 -0.442
H 1.1018 2.8890 -1.6309 -0.0335 -0.0118 0.0370 0.315
H 1.3866 2.0789 3.3964 0.0421 -0.0308 0.0071 0.273
C -5.2918 -5.9808 -0.8329 0.0105 0.0105 -0.0037 -1.535
H -2.8993 -5.6707 0.3758 -0.0003 -0.0125 0.0089 0.518
H 4.2253 -0.4237 3.4084 0.0042 0.0186 0.0149 0.527
H 5.6747 -1.4462 -1.2201 -0.0054 0.0122 -0.0185 0.326
C -2.8791 -1.0224 2.6190 0.0605 -0.0522 0.0332 -1.197
H 7.2745 -0.7930 -1.5619 0.0139 -0.0032 -0.0008 0.443
C -3.2340 0.2802 1.9625 -0.0993 0.1122 -0.0253 0.051
C 6.8074 1.8013 -0.7308 0.0281 -0.0024 0.0038 -1.669
C -5.1998 3.3981 2.8600 0.0008 -0.0260 -0.0143 -1.673
C -2.8138 0.6184 0.6621 0.0416 0.0276 0.0302 1.967
H 6.4377 0.7491 -3.2586 0.0150 0.0219 -0.0117 0.447
H 1.0738 -1.3050 1.6777 0.0118 -0.0039 0.0111 0.317
H 1.3615 4.9754 1.4493 -0.0171 0.0113 0.0015 0.495
H 6.6774 -0.7990 0.0889 0.0009 0.0116 0.0134 0.358
C 5.8022 0.7351 -1.1961 -0.0261 -0.0104 0.0364 1.706
H 3.6684 2.7579 -1.3013 -0.0846 -0.0606 -0.1126 0.486
C -4.1974 -2.3529 -1.1659 0.0015 -0.1220 0.0360 0.172
Sn 2.3572 -0.0453 -0.9373 0.0631 -0.0767 -0.0724 0.706
C 2.5780 1.9164 0.4557 -0.0323 0.0926 -0.0598 -0.111
C 6.3825 -0.6571 -0.9516 -0.0015 -0.0320 0.0034 -1.749
H 4.7748 0.2076 -3.0519 0.0293 -0.0116 0.0151 0.304
H 0.4667 4.3251 -0.8308 0.0094 0.0336 0.0090 0.410
C -2.6989 2.3055 -1.3071 -0.0141 -0.0474 0.0007 -1.663
H -5.4998 -6.3973 0.1529 0.0001 -0.0018 0.0106 0.363
C 0.2531 -0.9597 -4.8817 0.0082 0.0569 0.0390 -0.691
H -4.3287 0.9591 3.6583 0.0119 0.0074 0.0208 0.505
C 0.9485 -0.4484 2.3499 -0.0417 0.0397 -0.0169 -1.745
H 6.4205 2.8082 -0.8926 -0.0061 0.0136 -0.0091 0.339
H -3.9299 -0.4538 -2.1864 0.0229 0.0081 -0.0175 0.125
H 0.5525 -0.8285 3.2936 0.0028 0.0052 0.0247 0.558
H -2.6844 3.3932 -1.3472 -0.0289 -0.0028 -0.0109 0.552
H 1.9047 0.9129 4.6011 -0.0171 0.0022 0.0128 0.513
C -3.9007 2.7296 0.8167 0.0666 0.0153 -0.0371 -0.819
C 4.5376 0.9386 -0.3906 0.0020 -0.0445 -0.0930 -0.096
C 2.1602 1.3559 3.6382 0.0158 0.0074 0.0542 -1.834
H 7.7367 1.7032 -1.2918 0.0121 -0.0085 -0.0089 0.470
H -0.5719 3.3531 0.8798 0.0031 0.0302 0.0154 0.857
H 4.6324 -0.6366 1.1500 -0.0657 -0.0871 -0.0189 0.702
C -4.9283 -3.5313 -1.2677 -0.0104 0.0582 -0.0365 -1.160
H 5.1783 1.9286 -2.9206 -0.0122 0.0041 0.0027 0.328
H -3.5572 -1.8252 2.3205 0.0121 0.0010 -0.0088 0.384
C 2.3017 0.2392 2.5961 -0.0258 -0.0624 -0.0840 2.748
H 3.1012 1.8931 3.7628 0.0193 -0.0115 0.0023 0.416
C -0.1196 -0.3255 -3.7079 0.0865 -0.0689 -0.0942 -0.130
H -5.8685 -3.5143 -1.8057 -0.0073 -0.0015 -0.0007 0.437
H 3.0216 4.5002 1.0952 0.0166 0.0077 -0.0100 0.367
H -5.3024 -0.5046 -1.0681 0.0133 0.0079 0.0079 0.360
H 0.5139 -0.3702 -5.7500 -0.0075 -0.0011 -0.0158 0.468
C 5.5240 0.9198 -2.6904 -0.0375 -0.0028 -0.0195 -1.506
H -4.9978 3.3423 3.9282 0.0014 0.0022 0.0079 0.423
H 0.2110 0.2297 1.9207 0.0229 -0.0843 0.0210 -0.093
C -4.4832 -4.7230 -0.7139 -0.0189 -0.0484 0.0034 0.496
H -0.6546 -3.0681 -1.7719 -0.0470 -0.0217 -0.0346 0.307
H 2.8100 -1.1546 4.1523 -0.0033 -0.0163 -0.0011 0.427
H 3.3301 -1.7017 2.5661 0.0026 -0.0047 -0.0204 0.416
H -6.2387 -5.8018 -1.3366 -0.0061 0.0025 -0.0047 0.385
H -0.9421 -4.7054 1.0952 0.0018 -0.0096 -0.0263 0.546
C -0.0191 -3.0978 -3.8141 0.0107 0.0069 -0.0034 -0.933
C 1.3166 3.6449 -0.8681 0.0247 -0.0312 -0.0258 -1.966
H -1.8550 -1.3254 2.3868 -0.0272 0.0373 -0.0052 -0.421
C -0.4904 -1.0830 -2.5924 0.0804 0.2192 0.1331 0.377
C -4.3529 2.4253 2.0958 -0.0394 0.0486 0.0366 0.408
C -2.4832 -3.6013 0.0949 -0.0499 -0.0131 -0.0812 0.585
H -1.7175 1.9408 -1.5899 0.0443 -0.0257 0.0025 0.063
N -0.8845 -0.3155 -1.4761 -0.2089 -0.1486 0.1066 0.662
H 0.6004 -2.8400 -5.8512 0.0161 -0.0132 -0.0094 0.435
H -5.3818 -1.3285 -2.6230 -0.0159 0.0151 0.0085 0.534
H -0.3355 -3.3095 0.2215 0.0090 0.0381 0.0011 0.262
C -2.9812 -2.4186 -0.4781 0.0059 -0.1002 0.1336 1.698
C -4.7257 -1.0896 -1.7883 -0.0205 0.0193 0.0248 -1.823
H -3.4208 1.9682 -2.0555 0.0144 -0.0299 -0.0182 0.364
H -4.1598 3.6880 0.3826 0.0132 0.0152 0.0106 0.520
H 0.0451 -4.1765 -3.8496 -0.0105 -0.0194 -0.0036 0.461
As -2.0366 -0.7801 -0.3362 0.1000 0.1063 -0.3485 -0.205
C -3.2567 -4.7393 -0.0468 0.0057 0.0141 0.0335 -1.208
H 2.1794 3.7972 2.4752 0.0034 0.0045 -0.0181 0.285
C 4.0975 0.1990 0.7332 0.0937 0.0736 0.1101 -0.264
C 0.1521 2.5452 0.9919 -0.0709 -0.0356 -0.0018 -0.947
C 0.3025 -2.3459 -4.9372 -0.0048 -0.0297 0.0100 -0.593
H 2.1741 4.2297 -1.1979 0.0225 -0.0078 -0.0104 0.491
```
Positions in Å, forces in eV/Å.



The calculation returns the following F_max values, one per record and in order: 3.8; 7.8; 7.8; 0.3; 3.2; 0.4 eV/Å.
The calculation returns the following E values, one per record and in order: -267.0790; -327.8952; -1583.7867; -229.3035; -1900.3526; -4100.1870 hartree.